(1)
C2H7PSi | ωB97M-V with the def2-TZVPD basis set

ORCA input file:
```
! RIJCOSX wB97M-V def2-TZVPD def2/J DEFGRID3
* xyz 0 1
Si -1.747 0.878 0.021
H -0.907 0.717 -1.203
H -2.732 -0.259 -0.128
H -2.693 2.061 0.025
H -0.739 0.586 0.895
C 1.123 -1.648 -0.218
C 1.367 -0.398 -0.180
P 2.204 1.025 -0.212
H 1.991 -2.313 0.183
H 0.137 -2.153 -0.277
H 1.995 1.504 1.096
*
```

Output
Gap between HOMO and LUMO in eV: 9.20
ΔE to the lowest compared entry with this formula, charge and spin in eV: 1.6363
Highest occupied orbital energy in Eh: -0.3391
SMILES string: [SiH4].C=C=P
Total energy in a.u.: -711.08721
Max |F| in eV/Å: 3.9

(2)
C2H7S | ωB97M-V with the def2-TZVPD basis set

ORCA input file:
```
! RIJCOSX wB97M-V def2-TZVPD def2/J DEFGRID3
* xyz -1 1
C 2.697 -0.741 0.307
H 2.586 0.339 0.437
H 3.696 -0.906 -0.251
H 2.773 -1.204 1.399
H 1.836 -1.333 -0.097
C -1.938 0.617 0.461
S -0.536 0.091 -0.521
H -2.185 0.025 1.419
H -2.903 0.764 -0.010
H -1.772 1.611 0.832
*
```

Output
Gap between HOMO and LUMO in eV: 6.39
ΔE to the lowest compared entry with this formula, charge and spin in eV: 0.9481
Highest occupied orbital energy in Eh: -0.0736
Total energy in a.u.: -478.57427
Max |F| in eV/Å: 2.8